1.
Formula: C6H11NO
Source: the Open Molecules 2025 dataset
Level of theory: ωB97M-V/def2-TZVPD

The electronic energy is -365.08048 a.u. As for the charge: 0. As for the HOMO energy: -0.3191 hartree. Its energy above the lowest of the compared OMol25 structures with the same formula, charge and spin is 94.7 kcal per mole. The calculation puts the HOMO-LUMO gap at 9.55 eV.

Positions of all 19 atoms, in Å:
C -0.2794 1.1326 1.9725
C -1.3985 -0.7920 0.7640
C 0.2766 -1.2596 -2.1150
C 0.9045 0.3283 -0.1341
C -0.4220 0.3662 0.6600
C 0.9423 -0.0946 -1.4876
O 2.0427 1.0091 0.3403
N -0.2755 1.0858 -0.5694
H 1.8853 1.9584 0.2290
H 1.7544 0.3256 -2.0763
H 0.1222 0.4784 2.7511
H 0.3659 2.0052 1.8905
H -2.1923 -0.7030 0.0214
H -0.9290 -1.7704 0.6413
H -1.2714 1.4647 2.2905
H -1.8861 -0.8392 1.7415
H -0.0835 -0.9866 -3.1126
H 1.0109 -2.0617 -2.2534
H -0.5673 -1.6471 -1.5537

Forces on atoms 1 to 2 (eV/Å):
C -0.20 0.26 -0.30
C -0.25 -0.52 0.11

2.
Formula: C18H52BN3O5
Source: the Open Molecules 2025 dataset
Level of theory: ωB97M-V/def2-TZVPD

The electronic energy is -1282.17228 a.u. As for the charge: 0. As for the HOMO energy: -0.2817 hartree. Its energy above the lowest of the compared OMol25 structures with the same formula, charge and spin is 0.0 kcal per mole. The calculation puts the HOMO-LUMO gap at 8.03 eV.

Positions of all 79 atoms, in Å:
O 6.5481 4.2994 -23.3073
H 7.0634 4.1398 -24.1723
H 6.4095 3.4048 -22.8217
H 5.6969 4.7624 -23.5270
B 7.8553 3.9515 -25.8211
H 8.7567 4.1326 -25.0426
H 8.3325 3.5326 -26.8284
H 7.0737 3.1423 -25.4005
H 7.3139 4.9899 -26.0819
C 9.9020 2.6973 -22.0962
O 9.8677 1.5612 -21.2252
H 10.4777 3.4893 -21.6187
H 10.3265 2.4351 -23.0612
H 8.8997 3.1344 -22.1740
H 9.6045 0.7929 -21.7375
C 2.7412 6.3358 -24.1307
C 4.1122 6.7324 -24.6599
C 4.9722 7.3795 -23.5878
O 5.0255 6.5637 -22.4334
C 6.0897 6.9593 -21.5927
N 4.8003 5.4951 -25.1108
H 2.2409 5.6719 -24.8326
H 2.1294 7.2159 -23.9212
H 2.8584 5.8505 -23.1603
H 4.0074 7.4577 -25.4734
H 4.5181 8.3455 -23.3194
H 5.9606 7.6054 -24.0031
H 7.0464 6.5638 -21.9341
H 5.9089 6.5428 -20.5963
H 6.1286 8.0442 -21.4648
H 4.2698 5.1501 -25.9080
H 5.7077 5.7053 -25.5318
C 5.6417 2.7073 -19.9462
C 6.5303 1.7518 -20.7288
C 6.2982 0.3109 -20.3255
O 5.0090 -0.0839 -20.7529
C 4.8447 -1.4822 -20.7326
N 6.3183 1.9695 -22.1777
H 4.5955 2.4829 -20.1763
H 5.8183 3.7559 -20.1824
H 5.7577 2.5669 -18.8717
H 7.5779 1.9834 -20.5282
H 6.3291 0.2540 -19.2278
H 7.0816 -0.3614 -20.6957
H 5.0344 -1.8602 -19.7195
H 5.4862 -1.9980 -21.4522
H 3.8085 -1.7296 -20.9577
H 5.3558 1.6760 -22.3690
H 6.8339 1.2472 -22.6821
C 11.1666 5.9257 -23.7002
C 10.6727 7.3837 -23.6414
C 11.8870 8.3234 -23.8377
C 12.2042 8.6635 -25.2850
C 10.9318 9.1443 -25.9659
C 9.8379 8.0692 -25.9893
N 9.6204 7.6459 -24.6135
O 8.4594 6.8735 -24.4531
C 8.5651 8.7317 -26.4987
C 10.2254 6.9191 -26.9278
C 10.1553 7.6758 -22.2283
H 10.3213 5.2429 -23.8180
H 11.7217 5.6267 -22.8124
H 11.7419 5.7835 -24.6180
H 11.7734 9.2387 -23.2511
H 12.7488 7.8271 -23.3804
H 12.5706 7.7792 -25.8194
H 13.0063 9.3972 -25.3813
H 11.1219 9.5533 -26.9573
H 10.5293 9.9374 -25.3218
H 7.7202 8.0400 -26.4920
H 8.2847 9.5735 -25.8629
H 8.6655 9.0809 -27.5282
H 9.4701 6.1284 -26.9547
H 10.3361 7.2747 -27.9562
H 11.1682 6.4455 -26.6540
H 9.3822 6.9546 -21.9438
H 9.7581 8.6848 -22.1448
H 10.9340 7.4874 -21.4838
H 8.6466 5.9931 -24.8401

Forces on atoms 1 to 2 (eV/Å):
O 0.23 0.68 0.26
H -0.25 -0.23 0.00

3.
Formula: C6H18AgClO6
Source: the Open Molecules 2025 dataset
Level of theory: ωB97M-V/def2-TZVPD

The electronic energy is -1297.48369 a.u. Its multiplicity is 2. As for the charge: +1. As for the HOMO energy (spin up / spin down): -0.4231 / -0.4230 hartree. Its energy above the lowest of the compared OMol25 structures with the same formula, charge and spin is 69.4 kcal per mole. The calculation puts the HOMO-LUMO gap (spin up / spin down) at 3.79 / 3.18 eV. As for the expectation value of S²: 0.75.

Positions of all 32 atoms, in Å:
Ag -2.9959 -3.4817 3.2144
Cl -0.6515 -1.1458 1.3375
C -2.4122 3.6740 0.3136
C -0.8618 3.8632 0.1020
O -0.5377 5.1742 0.3904
O -2.5752 3.1504 1.6302
H -2.8640 2.9391 -0.3527
H -2.9109 4.6391 0.2244
H -0.6507 3.7662 -0.9630
H -0.2565 3.1469 0.6576
H -1.0206 5.7001 -0.2514
H -2.5233 2.1935 1.5728
C 6.2484 -1.1302 3.8649
C 4.7485 -0.7640 3.7503
O 4.2552 -1.4177 2.6148
O 7.0700 -0.0111 3.8348
H 6.5109 -1.7026 2.9751
H 6.3428 -1.8317 4.6938
H 4.7288 0.3257 3.7650
H 4.2384 -0.9775 4.6896
H 3.3428 -1.1987 2.4118
H 7.9338 -0.4264 3.7808
C -3.1818 -1.7179 -4.6734
C -4.0143 -3.0250 -5.0273
O -3.5026 -4.1612 -4.2413
O -3.4744 -1.2168 -3.3035
H -3.4060 -0.9820 -5.4456
H -2.0929 -1.7302 -4.6258
H -4.0926 -3.3987 -6.0482
H -5.0591 -2.8951 -4.7450
H -3.6641 -3.9270 -3.3244
H -2.6718 -1.4310 -2.8223

Forces on atoms 1 to 2 (eV/Å):
Ag 0.12 0.12 -0.09
Cl -0.13 -0.13 0.13

Which formula does entry 3 have?
C6H18AgClO6

Number 1 is which compound?
C6H11NO